Run w
# C3H7N2Si

The ion C3H7N2Si with charge +1 (wB97M-V/def2-TZVPD, OMol25).

## Properties
Lowest unoccupied orbital energy (alpha / beta) = -6.13 / -6.13 eV
E_HOMO (alpha / beta) = -13.56 / -13.56 eV
Charge = +1

Element x y z (Å)
C 1.62652 0.88686 -0.06062
C 0.26622 1.18199 -0.01377
C 0.96330 -1.29021 -0.04348
N 1.89298 -0.42789 0.03274
N -0.63331 0.21894 -0.12677
Si -2.34249 -0.18418 -0.01564
H 2.47891 1.45048 0.23236
H 0.00101 2.26443 0.18914
H 1.00231 -2.27832 0.28175
H 2.85851 -0.55328 -0.21813
H -3.10493 0.44322 -1.06270
H -2.39629 -0.25998 1.41209
H -2.61272 -1.45205 -0.60699

Per-atom Löwdin charges, elementary charge units:
1 C -0.09
2 C -0.16
3 C 0.25
4 N 0.00
5 N -0.06
6 Si 0.67
7 H 0.13
8 H 0.17
9 H 0.10
10 H 0.19
11 H -0.06
12 H -0.05
13 H -0.09

=====

Run x
# C3H7N2Si

A structure of composition C3H7N2Si (wB97M-V/def2-TZVPD, OMol25).

## Properties
Lowest unoccupied orbital energy = -4.54 eV
E_HOMO = -13.68 eV
Charge = +1

Element x y z (Å)
C -2.07125 0.84788 -0.16492
C -0.75798 1.09541 0.09380
C -0.99654 -1.04637 0.05114
N -2.20022 -0.50932 -0.18361
N -0.10996 -0.09321 0.23728
Si 2.25883 -0.01628 -0.06179
H -2.88850 1.51556 -0.34181
H -0.25120 2.03147 0.19550
H -0.80253 -2.09670 0.10853
H -3.05654 -1.01606 -0.35301
H 2.51663 0.13781 1.35976
H 2.37467 1.14674 -0.92810
H 2.35077 -1.33009 -0.67101

Per-atom Löwdin charges, elementary charge units:
1 C -0.05
2 C -0.13
3 C -0.14
4 N 0.10
5 N -0.05
6 Si 0.96
7 H 0.13
8 H 0.11
9 H 0.14
10 H 0.18
11 H -0.08
12 H -0.08
13 H -0.09

=====

The structure shown above that is least stable: run w.